[1]
Density functional theory data (ωB97M-V with the def2-TZVPD basis set) for a structure of composition C35H29Br2N4O2RuS2.

```
75
Properties=species:S:1:pos:R:3:forces:R:3:mulliken_charge:R:1
Ru -0.0221 0.0845 0.3832 0.010 0.472 0.423 -0.651
Br 6.6175 1.0836 0.5037 0.092 0.012 -0.019 -0.075
C 4.7935 0.7230 0.4163 -0.069 -0.018 0.003 -0.156
C 4.3126 -0.5509 0.6779 0.000 -0.003 -0.025 -0.827
C 2.9491 -0.7581 0.6329 0.001 0.042 0.121 -0.325
N 2.0788 0.2127 0.3404 -0.011 0.046 0.296 0.474
C 2.5513 1.4411 0.0513 -0.238 0.022 -0.196 0.415
C 3.9002 1.7322 0.0829 0.034 -0.012 -0.023 -0.505
C 1.5159 2.4299 -0.3405 -0.038 -0.103 0.071 0.781
C 1.7700 3.7827 -0.4101 0.006 0.055 -0.005 -0.533
C 0.7320 4.6508 -0.7245 0.006 -0.057 0.000 -0.147
Br 1.0344 6.4852 -0.7647 0.024 0.091 -0.031 -0.072
C -0.5295 4.1390 -0.9860 0.000 0.004 -0.021 -0.784
C -0.7091 2.7769 -0.8931 -0.004 -0.104 -0.153 -0.251
N 0.2785 1.9309 -0.5763 0.204 -0.170 -0.457 0.128
H 4.9800 -1.3665 0.9155 -0.006 0.014 0.017 0.456
H 2.5387 -1.7326 0.8575 -0.049 -0.003 0.030 0.486
H 4.2669 2.7179 -0.1609 -0.002 -0.009 0.004 0.461
H 2.7510 4.1765 -0.1927 0.000 0.002 0.006 0.458
H -1.3565 4.7831 -1.2463 0.000 -0.007 0.013 0.469
H -1.6777 2.3368 -1.0849 -0.004 -0.001 0.011 0.494
S -2.3524 0.0450 0.1964 -0.079 0.369 -0.001 -0.199
C -2.7826 -1.5744 0.1783 0.440 -0.558 -0.059 0.784
N -4.0120 -1.9909 0.3487 -0.239 -0.129 -0.116 0.107
C -4.2970 -3.4222 0.5356 0.012 0.084 0.111 -0.709
C -3.4645 -4.2145 -0.4177 0.082 -0.002 -0.093 -0.667
N -2.0446 -3.8680 -0.2184 -0.126 -0.292 0.119 0.106
C -1.1000 -5.0149 -0.2294 -0.002 0.044 -0.080 -1.180
C -1.4287 -5.9456 0.9100 -0.050 0.038 -0.023 0.558
C -1.3093 -5.4945 2.2227 0.012 0.009 0.016 -0.232
C -1.6310 -6.3337 3.2766 -0.007 -0.001 -0.004 -0.781
C -2.0733 -7.6276 3.0230 0.006 0.005 0.032 -0.446
C -2.1901 -8.0799 1.7188 0.005 0.004 -0.046 -0.616
C -1.8722 -7.2370 0.6600 0.004 -0.046 0.028 -0.352
C -1.6891 -2.6306 -0.0192 -0.364 0.421 0.003 0.610
S -0.0527 -2.1663 -0.0491 0.125 0.107 -0.607 -0.403
C -5.1946 -1.0978 0.3358 0.035 0.003 0.083 -1.256
C -6.0787 -1.4471 -0.8351 0.027 -0.013 0.020 0.669
C -7.3591 -1.9418 -0.6292 -0.044 -0.005 -0.025 -0.361
C -8.1598 -2.2763 -1.7156 0.007 0.003 0.044 -0.608
C -7.6765 -2.1239 -3.0050 0.003 0.004 -0.024 -0.451
C -6.3950 -1.6261 -3.2153 0.002 -0.006 0.001 -0.774
C -5.5991 -1.2882 -2.1334 0.010 0.008 -0.014 -0.155
H -5.3547 -3.5910 0.3505 -0.010 0.059 -0.056 0.457
H -4.0701 -3.6923 1.5701 -0.027 0.003 0.014 0.342
H -3.7302 -3.9892 -1.4535 0.008 -0.020 -0.015 0.349
H -3.5860 -5.2802 -0.2436 0.061 -0.009 0.052 0.439
H -0.0893 -4.6282 -0.1477 0.006 0.023 -0.031 0.495
H -1.1977 -5.5160 -1.1930 -0.033 0.011 -0.016 0.393
H -0.9516 -4.4881 2.4219 0.001 -0.019 -0.004 0.558
H -1.5292 -5.9864 4.2963 -0.003 -0.005 -0.011 0.429
H -2.3203 -8.2845 3.8463 0.004 0.008 -0.007 0.401
H -2.5268 -9.0888 1.5212 0.003 0.012 0.001 0.406
H -1.9601 -7.5943 -0.3602 0.006 0.006 0.012 0.416
H -4.8471 -0.0708 0.2840 0.027 0.012 0.021 0.515
H -5.7229 -1.2312 1.2808 0.014 -0.026 0.017 0.390
H -7.7416 -2.0560 0.3793 0.006 0.002 -0.013 0.409
H -9.1606 -2.6527 -1.5511 0.013 0.000 0.000 0.407
H -8.2990 -2.3861 -3.8500 0.004 0.012 0.008 0.405
H -6.0249 -1.4912 -4.2231 -0.003 -0.008 0.011 0.428
H -4.6046 -0.8842 -2.2992 -0.015 -0.001 0.000 0.422
O -0.0924 1.5229 1.9462 0.008 0.057 -0.120 -0.542
C -0.1713 0.5844 2.7940 -0.008 -0.141 0.218 1.451
O -0.1712 -0.5915 2.2785 0.114 -0.332 0.530 -0.508
C -0.2519 0.7972 4.2363 0.008 0.046 -0.030 0.358
C -0.3824 2.0949 4.7269 0.004 0.029 -0.025 -0.363
C -0.4498 2.3030 6.0927 0.002 0.006 0.022 -0.649
C -0.3815 1.2206 6.9615 -0.004 -0.002 -0.003 -0.418
C -0.2498 -0.0735 6.4709 0.002 0.011 0.020 -0.674
C -0.1862 -0.2892 5.1064 -0.008 -0.054 -0.015 -0.368
H -0.4325 2.9260 4.0357 0.004 -0.005 0.009 0.422
H -0.5533 3.3061 6.4835 0.000 -0.008 -0.003 0.421
H -0.4299 1.3866 8.0298 -0.001 -0.002 -0.014 0.413
H -0.1932 -0.9088 7.1555 -0.001 0.007 -0.005 0.423
H -0.0777 -1.2898 4.7090 -0.002 0.009 0.001 0.431
```
Forces are in eV/Å.

As for the net charge: +2. The calculation puts the HOMO-LUMO gap (alpha / beta) at 7.05 / 6.57 eV. Its spin multiplicity is 2.

---

[2]
Density functional theory data (ωB97M-V with the def2-TZVPD basis set) for a structure of composition C35H29ClIrN3P in a non-equilibrium geometry.

```
70
Properties=species:S:1:pos:R:3:forces:R:3:nbo_charge:R:1
Ir 0.3420 -0.1344 -0.2911 0.989 -0.559 0.564 0.716
C 0.5523 -3.4922 -1.6481 0.109 0.068 -0.024 -0.672
C -0.3680 -3.2476 -0.4980 0.228 -0.132 0.244 0.280
C -1.0042 -4.3746 0.0277 -0.030 0.003 0.031 -0.213
C -1.8767 -4.2777 1.0840 0.048 0.009 -0.035 -0.080
C -2.1320 -3.0145 1.5964 0.033 0.069 -0.074 -0.183
C -1.4835 -1.9251 1.0612 -0.120 0.015 -0.088 0.153
N -0.5807 -2.0179 0.0266 0.072 -0.202 0.480 -0.473
C -1.7306 -0.5785 1.6074 0.139 0.218 -0.240 0.194
C -2.5750 -0.2652 2.6473 -0.007 0.128 0.080 -0.185
C -2.6417 1.0577 3.0855 -0.076 -0.177 0.020 -0.075
C -1.8549 2.0324 2.5070 0.181 0.015 -0.232 -0.209
C -1.0063 1.6812 1.4601 -0.161 -0.202 0.337 0.288
N -0.9992 0.4023 1.0213 -0.563 0.171 0.114 -0.467
C -0.0473 2.5598 0.8013 0.156 -0.016 0.137 0.110
C 0.0739 3.9012 1.1482 -0.212 -0.072 0.004 -0.200
C 0.8659 4.7208 0.3861 -0.256 -0.145 -0.405 -0.124
C 1.4558 4.1572 -0.7558 2.100 -0.456 2.438 -0.223
C 1.6458 2.7461 -0.7564 -0.218 -0.003 -0.232 0.360
C 2.8263 2.2214 -1.5009 -0.042 -0.183 0.005 -0.683
N 0.8075 1.9452 -0.0755 0.092 0.186 0.046 -0.494
H 0.2506 -4.4046 -2.1577 0.010 -0.008 0.008 0.265
H 1.5755 -3.6391 -1.2967 -0.018 -0.006 0.005 0.261
H 0.5458 -2.6932 -2.3802 -0.062 -0.001 0.012 0.219
H -0.7903 -5.3341 -0.4208 0.011 -0.013 -0.008 0.261
H -2.3530 -5.1542 1.5012 -0.024 -0.012 -0.014 0.269
H -2.8295 -2.8908 2.4094 0.004 0.004 0.021 0.252
H -3.1663 -1.0233 3.1350 -0.022 0.001 0.023 0.259
H -3.2993 1.3146 3.9051 -0.019 0.004 0.002 0.271
H -1.8885 3.0461 2.8733 -0.011 0.023 0.011 0.260
H -0.4650 4.2859 2.0003 -0.055 0.043 -0.016 0.253
H 0.9561 5.7789 0.5838 0.105 0.022 0.135 0.266
H 2.3315 4.6775 -1.1293 -0.514 0.330 -0.665 0.270
H 3.3072 3.0254 -2.0511 0.002 0.004 -0.018 0.258
H 2.5722 1.4392 -2.2094 -0.003 0.026 -0.032 0.229
H 3.5540 1.8236 -0.7904 0.022 -0.001 0.009 0.266
Cl 2.4242 -0.9500 -1.2126 -0.187 0.117 -0.147 0.164
C 2.1772 -1.0029 -2.9717 0.039 0.011 0.154 0.105
C 3.1805 -1.5362 -3.7515 -0.147 0.095 0.001 -0.265
C 2.9137 -1.6801 -5.1094 -0.010 -0.006 -0.030 -0.121
C 1.6799 -1.3149 -5.6354 0.023 0.011 0.031 -0.173
C 0.6932 -0.7855 -4.8162 0.103 0.127 -0.033 -0.153
C 0.9449 -0.5947 -3.4553 -0.090 -0.469 -0.108 -0.518
P -0.3490 0.0666 -2.3878 -0.422 0.633 -0.931 1.481
C -0.3717 1.8201 -2.6822 -0.192 -0.057 -0.531 -0.475
C -1.3045 2.5496 -1.9369 0.096 0.239 0.098 -0.206
C -1.1055 3.8994 -1.7963 0.221 -0.223 0.293 -0.153
C 0.0608 4.4784 -2.3417 -2.024 0.699 -2.543 -0.205
C 0.6787 3.8296 -3.4356 0.134 -0.143 0.480 -0.192
C 0.5046 2.4722 -3.5683 0.103 -0.107 0.343 -0.138
C -1.9606 -0.5442 -2.8814 0.000 -0.188 0.251 -0.492
C -2.4154 -1.8336 -2.5718 -0.171 0.160 -0.248 -0.117
C -3.6221 -2.2860 -3.0742 0.065 0.115 0.027 -0.209
C -4.3920 -1.4542 -3.8791 -0.063 -0.059 -0.007 -0.115
C -3.9552 -0.1757 -4.1833 0.041 0.082 0.004 -0.192
C -2.7485 0.2911 -3.6840 -0.029 -0.117 -0.094 -0.164
H 4.1256 -1.8432 -3.3268 0.029 -0.019 0.013 0.266
H 3.6731 -2.1032 -5.7526 0.015 0.010 -0.019 0.265
H 1.4816 -1.4519 -6.6888 0.000 -0.010 -0.029 0.263
H -0.2673 -0.5105 -5.2341 -0.034 -0.023 0.003 0.250
H -2.1342 2.0534 -1.4461 0.001 -0.015 0.048 0.234
H -1.7648 4.4992 -1.1855 -0.089 0.036 -0.036 0.246
H 0.0330 5.5637 -2.3943 0.631 0.025 0.550 0.271
H 1.3642 4.3730 -4.0682 -0.002 0.044 -0.110 0.254
H 1.0591 1.9068 -4.3047 0.058 0.013 -0.007 0.233
H -1.8406 -2.4861 -1.9478 0.046 -0.104 -0.018 0.194
H -3.9668 -3.2834 -2.8414 0.000 -0.033 0.018 0.244
H -5.3377 -1.8059 -4.2679 -0.011 -0.013 -0.024 0.252
H -4.5520 0.4658 -4.8158 -0.026 0.027 -0.006 0.253
H -2.4242 1.2891 -3.9396 0.003 -0.007 -0.033 0.236
```
Forces are in eV/Å.

As for the net charge: +3. The calculation puts the HOMO-LUMO gap at 6.02 eV. Its spin multiplicity is 1.

---

[3]
Density functional theory data (ωB97M-V with the def2-TZVPD basis set) for a structure of composition C35H29ClIrN8O6S3 in a non-equilibrium geometry.

```
83
Properties=species:S:1:pos:R:3:forces:R:3:mulliken_charge:R:1
Ir -0.2072 -0.3511 -0.6256 1.494 -0.268 0.385 2.750
C -2.3996 5.3867 4.8289 -0.026 0.036 0.029 -1.508
C -2.1026 4.0508 4.2173 0.017 -0.054 -0.013 0.911
C -2.1204 3.8836 2.8300 0.000 -0.004 0.001 -1.341
C -1.8238 2.6636 2.2544 0.047 0.009 -0.039 -0.241
C -1.5064 1.5897 3.0789 0.267 -0.013 0.015 0.329
C -1.4727 1.7271 4.4594 -0.058 -0.027 0.026 -0.462
C -1.7771 2.9573 5.0175 -0.020 0.036 -0.008 -0.932
S -1.1552 0.0344 2.3590 -1.109 -0.191 -0.385 1.201
O -2.2103 -0.3163 1.4308 -0.158 0.102 0.640 -0.527
O -0.8155 -0.8926 3.4046 0.278 -0.063 -0.093 -0.719
N 0.0876 0.2140 1.3189 -0.222 -0.179 -0.112 0.372
C 1.3856 0.4261 1.7648 0.080 0.131 0.041 1.291
C 1.7954 0.6596 3.0607 -0.040 0.003 -0.084 -1.012
C 3.1511 0.9305 3.3279 0.056 0.002 0.046 -1.123
C 4.0893 0.9711 2.3351 0.028 0.004 -0.001 -1.008
C 3.6986 0.7290 0.9998 -0.035 -0.010 -0.015 1.080
C 4.5830 0.7679 -0.0991 -0.049 -0.030 -0.045 -1.024
C 4.0983 0.5138 -1.3511 0.079 0.029 0.029 -1.431
C 2.7395 0.2213 -1.5233 -0.064 -0.132 -0.092 0.110
N 1.8763 0.1859 -0.5250 0.031 0.311 -0.012 -0.210
C 2.3449 0.4490 0.7325 -0.038 0.020 0.145 -0.648
H -3.0864 5.9634 4.2117 0.004 -0.003 -0.009 0.389
H -1.4806 5.9676 4.9304 0.005 0.000 -0.003 0.302
H -2.8331 5.2806 5.8219 0.007 -0.005 0.001 0.396
H -2.3668 4.7270 2.1971 0.005 0.001 -0.002 0.437
H -1.8123 2.5460 1.1784 0.005 0.007 -0.005 0.355
H -1.2388 0.8771 5.0858 0.013 -0.010 -0.003 0.588
H -1.7683 3.0693 6.0942 0.001 -0.001 0.003 0.418
H 1.0891 0.6538 3.8769 -0.011 -0.016 -0.006 0.485
H 3.4445 1.1232 4.3512 -0.002 0.005 0.001 0.486
H 5.1243 1.1998 2.5512 0.001 0.008 0.002 0.506
H 5.6282 1.0024 0.0596 0.005 0.002 0.002 0.515
H 4.7321 0.5386 -2.2259 0.019 0.001 0.014 0.573
H 2.3895 -0.0044 -2.5185 -0.054 0.015 0.044 0.423
O 0.4538 3.7879 -4.6766 -0.005 0.072 0.048 -0.540
C 0.6658 2.6003 -5.2148 0.000 -0.036 -0.058 0.455
O 0.9846 2.4488 -6.3583 0.010 0.020 0.023 -0.539
C 0.4958 1.3944 -4.3317 -0.038 -0.084 0.036 0.193
C 0.6949 0.0780 -4.7501 0.202 0.138 -0.015 -0.018
Cl 1.2084 -0.5286 -6.2306 -0.044 0.016 -0.012 -0.059
N 0.4685 -0.7528 -3.7082 -0.002 -0.054 0.039 0.205
N 0.1164 -0.0243 -2.6311 -0.582 0.233 -0.259 0.369
C 0.1200 1.2602 -2.9938 0.019 -0.007 0.035 0.056
C -0.3393 2.2270 -1.9416 -0.153 -0.243 -0.155 0.951
O -0.3177 3.4246 -2.0967 -0.003 0.050 -0.033 -0.828
O -0.8451 1.6131 -0.9004 0.324 -0.058 -0.134 -1.127
C 0.4133 -2.1892 -3.7396 -0.038 -0.011 0.072 -0.392
C 1.2771 -2.9233 -2.9484 0.126 -0.065 -0.181 0.224
C 1.2013 -4.3085 -2.9989 0.027 0.038 0.031 -0.824
C 0.2860 -4.9283 -3.8351 -0.023 -0.003 -0.020 -0.537
C -0.5666 -4.1700 -4.6293 0.002 0.002 0.013 -0.862
C -0.5108 -2.7876 -4.5828 -0.104 -0.070 0.105 -0.158
H 0.1891 3.7648 -3.7302 0.011 -0.047 -0.023 0.379
H 2.0206 -2.4384 -2.3284 -0.072 0.011 0.024 0.454
H 1.8701 -4.9016 -2.3896 0.011 -0.012 -0.014 0.469
H 0.2393 -6.0079 -3.8780 0.002 -0.003 0.003 0.438
H -1.2776 -4.6545 -5.2840 0.005 -0.009 -0.001 0.447
H -1.1820 -2.1852 -5.1818 0.040 0.012 0.000 0.540
S 0.0990 -2.5301 0.1531 -0.300 0.049 -0.618 -0.631
C 1.7017 -2.6981 0.7847 0.248 0.031 0.420 0.279
N 1.7436 -3.0196 2.1075 0.012 0.003 -0.111 0.178
C 2.8873 -3.3130 2.7485 -0.040 0.066 -0.007 -0.115
C 4.0597 -3.2570 2.0449 -0.030 0.001 -0.011 -0.800
C 3.9681 -2.8795 0.7049 0.114 -0.022 0.059 -0.166
N 2.8235 -2.6127 0.0870 -0.153 -0.030 -0.045 -0.057
H 0.8592 -2.9944 2.6120 -0.009 0.034 0.043 0.256
H 2.8065 -3.5635 3.7970 0.026 -0.014 0.000 0.492
H 5.0059 -3.4853 2.5101 0.004 -0.002 0.004 0.486
H 4.8651 -2.7989 0.1008 -0.012 0.010 -0.014 0.550
C -4.9548 -2.2736 -0.1367 -0.020 0.028 -0.037 -0.827
N -4.6547 -0.8665 -0.3874 0.015 0.025 -0.017 0.211
C -5.4693 0.1961 -0.0509 -0.011 0.030 -0.001 -0.291
C -4.7917 1.3283 -0.3406 -0.062 -0.010 0.019 -0.612
N -3.5859 0.9377 -0.8726 0.099 -0.020 0.031 0.268
C -3.5032 -0.3949 -0.8726 -0.097 -0.007 -0.039 -0.180
S -2.2009 -1.4110 -1.3986 -0.029 0.248 0.308 -0.274
H -5.9883 -2.3427 0.1883 0.009 -0.018 0.017 0.342
H -4.2925 -2.6462 0.6422 0.002 -0.020 -0.012 0.317
H -4.8289 -2.8515 -1.0486 0.010 -0.009 0.014 0.337
H -6.4541 0.0436 0.3522 -0.004 0.025 0.006 0.465
H -5.0647 2.3616 -0.2301 -0.006 0.004 0.004 0.504
H -2.7770 1.5263 -1.0455 -0.034 -0.010 -0.035 0.241
```
Forces are in eV/Å.

As for the net charge: +2. The calculation puts the HOMO-LUMO gap (alpha / beta) at 7.07 / 5.11 eV. Its spin multiplicity is 2.

---

Quick rundown of energy above the lowest of the compared OMol25 structures with the same formula, charge and spin, same order as above: 0.0; 8.5; 24.2 kcal per mole